The following is a quantum chemistry calculation of 3 unconnected molecules or ions with the total composition C26H37INO10P, from the Open Molecules 2025 dataset.

Properties
Charge: 0
Gap between HOMO and LUMO (eV): 5.69
2S+1: 1
Max |F| (eV/A): 1.549
Structure (SMILES): CC(C)=NP(C)(CCCI)(CCC(C)C)CC(=O)O.O=C1C=C(O)C(=O)C=C1O.O=C1C=C(O)C(=O)C=C1O
HOMO (eV): -7.64

Structure (XYZ):
```
76
Properties=species:S:1:pos:R:3:forces:R:3:lowdin_charge:R:1
C 1.3706 2.1880 0.2941 -0.16 -0.01 0.19 -0.04
C 2.5648 1.2410 0.2043 -0.22 0.02 0.73 -0.48
C 3.8140 1.8325 -0.4232 0.08 -0.27 0.12 -0.05
N 2.5822 0.0644 0.6705 0.14 -0.18 -1.53 -0.07
P 1.3406 -1.3219 0.5534 0.23 0.35 1.07 0.85
C 0.2837 -0.6231 1.8902 0.11 0.38 0.02 -0.17
C 1.2025 -0.8637 -1.2367 -0.05 -0.67 -0.38 -0.26
C 0.6712 -1.7648 -2.3566 0.02 0.50 -0.51 -0.35
C 1.6887 -2.6647 -3.0484 -0.69 -0.47 0.15 -0.67
I 3.1626 -1.5723 -4.1181 0.22 0.02 0.03 0.81
C 2.6425 -2.4413 1.1730 0.48 0.17 0.43 -0.25
C 3.6246 -2.9621 0.0940 -0.18 0.04 0.09 -0.19
C 3.7835 -4.4889 0.0297 0.53 -0.12 0.15 -0.41
C 4.8428 -4.9165 1.0584 -0.09 0.13 -0.11 -0.08
C 4.1989 -4.9673 -1.3779 -0.08 -0.18 0.17 -0.06
C -0.0403 -2.7918 0.4873 -0.56 -0.12 -0.29 -0.19
C 0.2943 -4.1952 0.1637 -0.07 -0.24 0.65 -0.56
O 0.5519 -5.0192 1.0025 0.11 0.06 -0.11 0.09
O 0.3186 -4.5707 -1.1683 -0.15 0.11 -0.40 0.04
H 1.0976 2.2916 1.3489 0.05 0.05 -0.04 0.07
H 1.5979 3.1861 -0.0786 -0.02 -0.04 -0.10 0.07
H 0.4698 1.8141 -0.1971 0.19 0.02 -0.06 0.04
H 4.3359 1.0309 -0.9470 0.07 0.06 0.05 0.07
H 3.5668 2.6214 -1.1328 0.05 0.09 0.06 0.07
H 4.4900 2.2241 0.3413 -0.05 0.11 -0.04 0.08
H -0.7481 -0.4909 1.5621 -0.01 -0.12 0.04 0.05
H 0.3217 -1.3120 2.7364 -0.11 -0.05 -0.10 0.06
H 0.6794 0.3341 2.2201 -0.01 -0.03 -0.06 0.03
H 2.2158 -0.5931 -1.5307 -0.08 0.25 0.13 0.03
H 0.5903 0.0363 -1.2274 0.11 0.12 0.16 0.07
H -0.2007 -2.3635 -2.1097 0.06 -0.10 0.27 0.07
H 0.3258 -1.0670 -3.1316 -0.07 -0.07 0.06 0.09
H 2.1664 -3.3704 -2.3785 0.24 0.15 0.03 0.01
H 1.1766 -3.2674 -3.7984 0.09 0.11 -0.03 0.05
H 3.2169 -1.8067 1.8492 -0.17 -0.02 0.02 0.08
H 2.2132 -3.2334 1.7883 -0.15 -0.20 -0.32 0.09
H 3.3686 -2.5506 -0.8832 -0.07 -0.08 -0.04 0.06
H 4.6084 -2.5399 0.3189 -0.04 0.04 -0.13 0.12
H 2.8665 -4.9937 0.3248 -0.21 0.15 -0.14 0.10
H 4.8891 -6.0034 1.1401 0.02 0.01 0.04 0.08
H 5.8253 -4.5524 0.7402 -0.02 -0.03 0.08 0.08
H 4.6291 -4.4997 2.0470 0.00 -0.07 -0.03 0.08
H 3.4026 -5.5543 -1.8421 0.01 0.14 -0.09 0.08
H 5.0729 -5.6213 -1.3200 -0.02 0.05 -0.06 0.07
H 4.4530 -4.1320 -2.0348 0.01 -0.04 -0.01 0.06
H -0.8545 -2.4341 -0.1527 0.12 -0.01 -0.10 0.08
H -0.4671 -2.8644 1.4889 0.26 0.14 0.01 0.08
H -0.5659 -4.8737 -1.4099 0.12 -0.10 -0.05 0.12
O -5.5951 1.3039 -4.3274 -0.06 -0.07 -0.08 0.12
C -4.7093 1.3620 -3.4987 0.03 0.19 0.15 -0.31
C -4.4441 2.5122 -2.6544 -0.12 0.03 -0.07 0.09
C -3.4265 2.4569 -1.7880 -0.03 0.09 0.01 -0.21
O -3.0947 3.4511 -0.9701 -0.02 -0.06 -0.01 0.08
C -2.5425 1.2422 -1.6557 0.02 -0.15 -0.05 -0.29
O -1.6389 1.3152 -0.8385 -0.08 -0.04 0.00 0.08
C -2.8139 0.0895 -2.4806 0.09 -0.06 0.06 0.08
C -3.8339 0.1371 -3.3510 0.06 -0.04 0.02 -0.23
O -4.1667 -0.8604 -4.1494 0.04 -0.05 0.01 0.13
H -5.0809 3.3795 -2.7559 0.01 0.01 0.01 0.14
H -2.3017 3.1581 -0.4738 0.10 0.06 -0.03 0.11
H -2.1830 -0.7801 -2.3692 0.02 -0.04 -0.03 0.12
H -4.9329 -0.5529 -4.6725 -0.04 0.06 -0.01 0.12
O -2.2293 4.7565 1.4597 0.01 -0.05 -0.07 0.10
C -2.9048 5.1134 2.4090 0.10 0.09 0.17 -0.30
C -2.4427 6.0037 3.4504 0.09 0.01 -0.09 0.07
C -3.2663 6.2993 4.4665 0.07 0.02 -0.01 -0.23
O -2.9444 7.0982 5.4693 0.07 0.02 -0.01 0.12
C -4.6636 5.7293 4.5652 -0.09 -0.14 -0.14 -0.31
O -5.3151 6.0519 5.5410 0.00 0.07 0.08 0.11
C -5.1327 4.8552 3.5127 -0.09 -0.01 0.07 0.07
C -4.3142 4.5667 2.4899 -0.04 -0.01 0.03 -0.23
O -4.6452 3.7817 1.4795 -0.03 0.07 0.02 0.12
H -1.4400 6.3999 3.3772 0.00 0.01 0.02 0.14
H -3.7247 7.1241 6.0574 -0.07 -0.03 0.02 0.12
H -6.1375 4.4638 3.5835 0.00 -0.02 -0.02 0.14
H -3.8938 3.7966 0.8503 -0.11 -0.04 -0.06 0.08
```
Positions in Å, forces in eV/Å.



The following is a quantum chemistry calculation of a molecular structure, C26H37MnO6, from the Open Molecules 2025 dataset.

Properties
Charge: -1
Gap between HOMO and LUMO (spin up / spin down) (eV): 4.13 / 4.52
2S+1: 4
Max |F| (eV/A): 2.457
HOMO (spin up / spin down) (eV): -1.90 / -2.30

Structure (XYZ):
```
70
Properties=species:S:1:pos:R:3:forces:R:3:lowdin_spin:R:1
C 0.0862 -0.6292 -3.8623 0.74 -0.39 -0.70 0.00
C -0.5693 -1.7813 -3.0383 -0.07 0.52 -0.37 0.00
C -0.1013 0.7133 -3.0959 0.02 -0.18 -0.09 0.00
C -1.1543 0.4280 -2.0329 0.04 -0.40 -0.29 0.00
H -0.3998 1.5000 -3.7958 0.24 -0.17 0.19 0.00
H 0.8428 0.9885 -2.5922 -0.32 -0.05 -0.31 0.00
C -0.9979 -1.0854 -1.7683 0.13 0.21 0.63 0.00
H 0.1716 -2.5600 -2.8371 -0.16 -0.01 0.00 0.00
H -1.4222 -2.2269 -3.5597 0.12 0.15 -0.11 0.00
C 0.1761 -1.0816 -0.8109 0.24 0.49 0.65 0.00
H -1.8601 -1.5273 -1.2540 0.04 0.07 -0.35 0.00
H -2.1589 0.6672 -2.4082 0.22 0.10 0.18 0.00
C -0.8442 1.0478 -0.6582 -0.39 -0.03 -0.03 0.00
C 1.5847 -0.7794 -4.0644 1.06 -1.35 0.97 0.00
C -0.3708 -0.5469 -5.3195 -0.99 1.47 0.10 0.00
O -0.7414 0.5115 -5.7903 0.04 -1.61 -0.05 0.00
O 2.3654 -1.4185 -3.3710 -0.99 0.96 -1.02 0.00
O 1.9495 -0.1254 -5.1805 0.58 -0.03 0.49 0.00
O -0.3316 -1.6547 -6.0862 -0.01 -0.45 -0.17 0.00
C 0.2415 -2.9497 -5.7314 -0.24 0.54 0.06 0.00
H -0.2845 -3.4184 -4.8860 0.27 0.27 -0.37 0.00
H 1.3209 -2.8723 -5.5200 -0.44 0.03 -0.04 0.00
H 0.0806 -3.5519 -6.6307 0.13 0.15 0.23 0.00
C 3.3392 -0.2092 -5.4988 0.22 0.04 -0.12 0.00
H 3.9630 0.1199 -4.6576 -0.22 -0.14 -0.23 0.00
H 3.4667 0.4473 -6.3575 0.08 -0.05 0.07 0.00
H 3.5919 -1.2403 -5.7729 0.04 0.21 0.13 0.00
O 0.0794 0.1421 -0.0583 0.02 -0.82 -0.41 0.01
H 1.1421 -1.1122 -1.3458 -0.31 0.09 0.18 0.00
H 0.1400 -1.9610 -0.1547 0.08 0.37 0.12 0.00
C -2.1709 1.1182 0.0745 -0.57 0.22 0.51 0.00
C -0.2220 2.4523 -0.6451 -0.06 0.46 -0.33 0.00
H -0.0927 2.8303 -1.6673 -0.02 0.07 0.17 0.00
H 0.7542 2.5051 -0.1474 -0.35 -0.32 -0.08 0.00
H -0.8948 3.1373 -0.1126 0.28 -0.07 -0.14 0.00
H -2.0457 1.4711 1.1082 0.14 -0.29 -0.19 0.00
H -2.7094 0.1584 0.0742 0.20 0.22 0.05 0.00
H -2.7842 1.8580 -0.4694 0.03 -0.25 0.20 0.00
Mn 0.2908 -0.3482 3.1275 -1.62 1.51 -0.94 2.71
C -1.3297 -1.1321 4.2970 0.22 -0.79 -0.24 -0.02
C -1.9427 -0.9372 3.0047 -0.36 -1.60 -0.21 0.00
C -1.2960 -1.7701 2.0586 -0.77 -0.29 1.10 0.06
H -2.8445 -0.3642 2.8036 0.53 0.18 0.03 0.00
C -0.2206 -2.4387 2.7223 -1.43 -1.13 0.85 0.03
C -0.2906 -2.1122 4.1325 -1.45 -1.10 -0.71 0.02
H 0.2360 -2.6116 4.9423 0.20 0.44 -0.32 0.01
H -1.6512 -0.6909 5.2374 0.13 -0.11 -0.27 0.00
H -1.6570 -1.9811 1.0513 0.36 0.40 0.22 0.01
H 0.4219 -3.1849 2.2609 -0.04 0.27 0.18 0.00
C 2.0558 1.1001 3.2840 1.82 -0.86 -0.06 0.05
C 2.2060 -0.0188 4.1637 1.04 0.44 -0.34 0.01
C 2.2097 -1.2155 3.3579 1.71 0.86 -0.47 0.02
H 2.4158 0.0419 5.2308 -0.24 -0.04 -0.28 0.00
C 2.0583 -0.8120 1.9765 1.33 0.15 0.56 0.04
C 1.9917 0.6154 1.9430 0.75 -0.18 0.91 0.02
H 1.9976 1.2331 1.0490 -0.42 -0.28 0.35 0.00
H 2.1099 2.1435 3.5747 -0.31 -0.32 -0.03 0.01
H 2.4127 -2.2234 3.7117 -0.27 0.30 -0.09 0.00
H 2.0887 -1.4635 1.1048 -0.10 0.18 0.34 0.00
C -0.4129 3.5084 3.9396 0.06 0.45 0.09 0.00
C -0.9660 2.1090 4.1260 0.63 -1.00 -0.91 0.00
C -2.4773 2.1388 4.2362 -0.45 0.12 0.19 0.00
O -0.5711 1.2991 3.0431 -0.98 2.20 0.48 0.01
H -0.7785 3.9456 3.0012 0.00 -0.11 0.10 0.00
H 0.6790 3.5043 3.9065 -0.17 -0.03 -0.02 0.00
H -0.7240 4.1505 4.7700 0.01 0.14 -0.01 0.00
H -0.5610 1.7028 5.0762 -0.03 0.09 -0.10 0.00
H -2.9277 2.4281 3.2771 0.12 0.01 0.12 0.00
H -2.8758 1.1605 4.5126 0.05 0.06 -0.04 0.00
H -2.7872 2.8587 5.0019 -0.12 0.01 -0.01 0.00
```
Positions in Å, forces in eV/Å.



The following is a quantum chemistry calculation of a molecular structure, C26H38AsN4O8RuS7, from the Open Molecules 2025 dataset.

Properties
Charge: -2
Gap between HOMO and LUMO (spin up / spin down) (eV): 6.40 / 6.28
Energy above the lowest of the compared OMol25 structures with the same formula, charge and spin (kcal/mol): 0.0
2S+1: 2
Max |F| (eV/A): 0.761
HOMO (spin up / spin down) (eV): -2.35 / -2.24

Structure (XYZ):
```
85
Properties=species:S:1:pos:R:3:forces:R:3:lowdin_spin:R:1
Ru -0.0540 -1.7383 -0.0609 0.53 -0.55 0.03 0.86
C -0.0410 -4.6267 1.1985 -0.10 0.03 -0.06 0.00
C 0.6516 -3.8773 2.3191 0.00 0.02 0.06 0.00
N 1.6348 -2.9134 1.8527 -0.08 0.03 -0.13 0.02
C 2.9524 -3.3969 1.5147 0.06 -0.03 0.01 0.00
C 3.0089 -4.1899 0.2022 -0.02 0.00 0.02 0.00
S 2.1075 -3.3547 -1.1360 -0.05 -0.01 -0.06 0.03
C 0.8891 -4.6183 -1.6471 0.02 0.00 -0.07 0.00
C -0.5573 -4.4586 -1.1548 -0.02 0.09 0.05 0.00
N -0.6759 -3.7795 0.1471 0.07 0.09 0.03 -0.01
H 0.6570 -5.2973 0.7025 0.00 -0.02 0.02 0.00
H -0.8279 -5.2421 1.6437 -0.01 0.00 0.00 0.00
H -0.1030 -3.3305 2.8806 -0.02 0.00 0.02 0.00
H 1.0894 -4.6311 2.9959 0.06 0.03 -0.02 0.00
H 1.6869 -2.1250 2.4828 0.01 0.01 0.07 0.00
H 3.6013 -2.5233 1.4183 -0.03 0.02 0.00 0.00
H 3.3836 -4.0348 2.3066 -0.01 0.03 0.01 0.00
H 4.0546 -4.2835 -0.0976 0.00 0.00 0.01 0.00
H 2.6272 -5.2019 0.3333 -0.02 0.01 -0.01 0.00
H 0.8515 -4.5442 -2.7326 0.01 -0.01 0.00 0.00
H 1.3083 -5.5920 -1.3870 0.01 0.01 0.01 0.00
H -1.1163 -3.8801 -1.8832 -0.01 0.01 -0.01 0.00
H -1.0159 -5.4535 -1.0776 0.02 -0.02 -0.05 0.00
H -1.6756 -3.7389 0.3873 0.02 0.10 0.00 0.00
S -3.3494 -3.4648 2.1417 0.02 0.04 0.02 0.00
As -2.8807 -1.4732 1.5478 -0.22 -0.12 -0.14 0.01
S -2.3301 -1.4473 -0.6128 0.06 0.10 0.00 -0.04
S -0.7737 -0.9716 1.9623 0.07 0.02 0.27 0.08
S -4.1735 0.0676 2.1682 -0.06 -0.03 0.07 0.00
C -4.7525 2.4170 -0.7125 0.00 0.00 0.00 0.00
C -3.3742 2.4651 -1.3109 0.02 0.02 0.00 0.00
C -2.2903 1.9448 -0.6048 0.00 0.05 0.03 0.00
C -1.0134 1.9760 -1.1375 0.05 0.03 0.02 0.00
C -0.8143 2.5342 -2.3947 -0.01 0.02 -0.03 0.00
C -1.8771 3.0554 -3.1179 -0.01 0.01 0.02 0.00
C -3.1513 3.0183 -2.5686 0.01 0.00 0.00 0.00
S 0.8021 2.5074 -3.1157 -0.02 -0.02 -0.09 0.00
O 1.7477 2.8745 -2.0975 0.02 0.03 0.02 0.00
O 0.7144 3.2887 -4.3264 -0.01 0.00 0.00 0.00
N 1.1295 0.9825 -3.5292 -0.07 0.07 -0.04 0.00
C 0.3237 0.3067 -4.5397 0.03 -0.01 -0.02 0.00
C -0.8444 -0.5384 -4.0238 -0.06 0.00 0.05 0.00
C -0.3785 -1.7913 -3.2893 0.03 0.19 -0.10 0.00
O -0.5804 -2.8978 -3.7976 0.03 -0.02 0.02 0.01
O 0.2644 -1.5556 -2.2042 -0.10 -0.18 0.05 0.03
H -4.9042 3.2544 -0.0248 0.00 0.01 0.00 0.00
H -4.8877 1.5038 -0.1314 0.00 0.01 -0.02 0.00
H -5.5190 2.4759 -1.4875 -0.01 0.00 0.00 0.00
H -2.4607 1.4787 0.3592 0.01 0.02 0.00 0.00
H -0.1881 1.5369 -0.5871 -0.07 0.04 -0.02 0.00
H -1.6953 3.4804 -4.0956 0.00 0.00 -0.01 0.00
H -3.9894 3.4161 -3.1321 0.00 0.00 0.00 0.00
H 1.5410 0.4157 -2.7810 -0.01 -0.07 0.01 0.00
H 0.9953 -0.3313 -5.1214 0.00 0.01 0.00 0.00
H -0.0465 1.0759 -5.2195 0.00 0.00 0.00 0.00
H -1.4484 -0.8491 -4.8781 0.00 0.01 0.00 0.00
H -1.4685 0.0506 -3.3473 0.01 0.01 0.02 0.00
C -2.1210 4.9648 1.5159 -0.02 -0.01 -0.01 0.00
C -1.1033 4.0934 2.1986 -0.01 -0.04 0.00 0.00
C -1.4821 2.9077 2.8177 0.02 0.05 -0.03 0.00
C -0.5338 2.0646 3.3793 -0.03 -0.01 0.02 0.00
C 0.8049 2.4156 3.3236 0.01 -0.01 0.02 0.00
C 1.2028 3.6109 2.7370 0.03 -0.01 -0.02 0.00
C 0.2476 4.4407 2.1793 0.02 0.02 -0.01 0.00
S 2.0248 1.2583 3.8687 0.02 -0.03 -0.02 0.00
O 1.3675 0.3236 4.7357 0.00 0.00 0.00 0.00
O 3.1728 1.9907 4.3420 0.04 0.05 -0.02 0.00
N 2.4908 0.4377 2.5363 0.13 0.00 0.19 0.00
C 3.5346 0.9664 1.6444 -0.01 0.02 0.13 0.00
C 2.9814 1.5083 0.3317 0.11 0.03 -0.09 0.00
C 2.2844 0.3923 -0.4333 0.23 -0.09 -0.04 0.00
O 2.7885 -0.0879 -1.4467 -0.06 0.01 0.13 0.00
O 1.2000 0.0212 0.1542 -0.48 -0.03 -0.27 0.00
H -3.1298 4.7226 1.8498 0.00 0.00 0.01 0.00
H -2.0863 4.8084 0.4350 0.01 -0.02 -0.02 0.00
H -1.9323 6.0229 1.7083 0.00 0.00 0.00 0.00
H -2.5219 2.6037 2.8283 -0.03 -0.04 -0.01 0.00
H -0.8297 1.1285 3.8314 0.00 0.04 -0.01 0.00
H 2.2524 3.8747 2.7113 0.00 0.00 0.00 0.00
H 0.5552 5.3624 1.6985 0.00 0.01 0.00 0.00
H 1.6835 0.1057 1.9986 -0.05 0.00 -0.05 0.00
H 4.2325 0.1504 1.4327 0.00 0.00 0.00 0.00
H 4.0942 1.7283 2.1853 -0.03 0.01 0.03 0.00
H 3.7949 1.9021 -0.2765 -0.01 -0.02 -0.01 0.00
H 2.2639 2.3077 0.5139 -0.02 0.02 0.03 0.00
```
Positions in Å, forces in eV/Å.